Record 1
72
Properties=species:S:1:pos:R:3:forces:R:3 method="wB97M-V/def2-TZVPD" energy_ev=-48920.265 homo_ev=-4.789
C -4.8992 3.1753 3.4715 -0.29 0.24 0.12
C -4.0991 2.0995 2.4860 -0.97 -0.25 1.70
O -4.2098 2.4367 1.0583 1.36 -1.19 1.00
C -3.4548 1.4487 0.2177 0.26 0.27 0.45
C -2.0918 2.2198 -0.2649 -1.89 1.05 0.63
O -1.2429 1.4613 -1.2019 2.41 1.98 0.98
C 0.0192 2.2571 -1.2972 -2.34 2.03 -0.68
N 1.1352 1.7410 -0.4178 0.49 -3.73 -1.47
C 1.5855 0.4567 -0.5712 2.25 -0.60 0.37
N 2.6669 0.0399 0.3998 -2.70 -0.42 -0.58
C 2.3758 -1.4436 0.5686 -2.29 -0.13 -1.91
C 2.1864 -1.8040 -1.0540 -1.11 -2.35 3.89
C 1.5490 -3.3413 -1.2226 -1.19 0.25 -0.59
C 1.5978 -4.2214 0.1590 0.91 -1.60 -1.18
C 1.1608 -5.7782 -0.2664 0.33 0.24 1.07
O -0.3093 -5.7659 -0.3903 1.41 -1.55 0.04
O 3.6071 -1.6445 -1.5089 1.72 -3.72 0.37
C 4.4066 -2.8273 -1.1548 2.86 -6.21 -2.46
N 5.0818 -3.9576 -1.2048 -6.01 10.39 0.82
N 1.1994 -0.6901 -1.4654 4.17 2.20 1.44
C 1.1959 -0.4967 -2.9591 -2.11 -0.88 -2.66
O 0.2256 -1.5027 -3.5060 1.10 2.80 0.94
C -1.1599 -1.0413 -3.3371 -2.53 -0.91 -0.09
C -1.8988 -1.6004 -1.9621 -0.69 0.93 -0.40
P 1.8068 2.8512 0.8049 -0.92 2.42 1.07
C 3.5747 3.4392 0.3950 0.83 0.45 -0.61
C 4.2267 2.7879 -0.9670 0.97 0.65 0.45
C 1.6265 2.1994 2.5887 -0.20 -1.42 1.01
C 1.1503 3.4547 3.5273 0.15 0.79 -0.60
H -4.6354 3.0030 4.6230 -0.34 0.11 -2.63
H -4.6353 4.2949 3.2391 -0.40 -2.20 0.27
H -6.0741 3.0688 3.4065 2.45 0.13 -0.12
H -2.9943 2.0575 2.8948 -1.90 0.04 -1.14
H -4.6230 1.0494 2.6922 1.33 2.06 -0.59
H -3.1698 0.5467 0.9067 -0.61 1.17 -1.84
H -4.1768 1.1835 -0.6691 1.76 0.34 1.78
H -1.5160 2.5344 0.7294 -1.01 -0.66 -2.14
H -2.4520 3.1893 -0.8613 0.84 -1.82 1.49
H 0.3430 2.4589 -2.4241 -0.51 -1.08 2.41
H -0.2777 3.3353 -0.8784 1.22 -2.34 -0.84
H 3.6505 0.3229 0.2021 -1.34 -0.29 -0.23
H 3.0975 -2.1124 1.2015 -1.22 1.66 -1.51
H 1.2413 -1.5490 0.9252 2.65 0.31 -0.09
H 2.0404 -3.9272 -2.1352 -0.76 1.39 2.12
H 0.3960 -3.2464 -1.5175 2.63 0.06 0.63
H 0.8719 -3.8632 1.0039 1.43 -0.59 -1.76
H 2.7307 -4.3208 0.5161 -2.50 0.33 -0.52
H 1.6955 -6.1381 -1.2457 -1.03 0.91 1.65
H 1.5302 -6.5172 0.5952 -0.92 1.61 -1.70
H -0.6604 -6.7053 -0.4016 0.82 1.68 0.00
H 2.2091 -0.7173 -3.5028 -1.72 0.23 1.55
H 0.8179 0.5412 -3.3397 0.77 -1.69 1.32
H -1.3168 0.1154 -3.4377 0.84 -1.98 0.24
H -1.7783 -1.5277 -4.2355 1.61 1.09 1.76
H -2.6684 -0.7731 -1.5768 1.83 -1.95 -0.86
H -2.5615 -2.5366 -2.2339 1.66 1.78 0.82
H -1.1654 -1.7926 -1.0713 -1.61 0.27 -1.86
H 3.4976 4.6126 0.1885 -0.17 -2.66 0.63
H 4.2297 3.3235 1.3588 -1.00 -0.01 -1.94
H 4.8438 3.6675 -1.4869 -1.41 -2.17 0.94
H 5.0090 1.9784 -0.6370 -1.59 1.35 -0.93
H 3.4310 2.3549 -1.7253 1.68 0.93 1.63
H 0.7236 1.4228 2.5853 2.03 1.48 -0.15
H 2.6050 1.6473 2.9915 -2.22 1.22 -0.82
H 0.7848 3.1458 4.5991 0.93 0.37 -2.20
H 2.0246 4.2506 3.6104 -1.82 -1.68 -0.02
H 0.2610 3.9956 2.9789 1.72 -1.09 1.13
C -4.4308 -1.6733 0.2449 -0.81 -0.16 0.05
O -3.1410 -1.9488 0.3676 0.89 0.10 0.47
H -5.0101 -1.5410 1.1745 -0.14 0.09 0.76
H -4.7014 -0.7514 -0.2974 0.01 0.60 -0.51
H -5.0575 -2.4122 -0.2829 -0.07 -0.64 -0.36



Record 2
77
Properties=species:S:1:pos:R:3:forces:R:3 method="wB97M-V/def2-TZVPD" energy_ev=-202584.753 homo_ev=-5.271 de_lowest_kcal_mol=49.7
C -2.3923 3.0496 -3.5062 0.32 0.23 -0.22
C -1.7602 2.4593 -4.8272 0.08 0.10 1.10
C -0.2413 2.1183 -4.5903 -0.47 0.58 0.17
N 0.6172 2.5896 -5.6908 0.09 0.15 -0.20
C -0.0290 0.5802 -4.2365 0.00 2.04 -2.12
O 0.8842 0.4667 -3.1398 -1.16 -0.43 0.34
C 0.3194 -0.0887 -1.9646 1.32 -0.69 2.10
C 1.4106 0.1834 -0.8164 -0.36 0.33 -0.27
C 1.4021 1.6401 -0.2292 1.32 -0.97 0.77
S 1.7870 2.9966 -1.4062 0.56 -0.29 -0.16
C 3.1269 2.4616 -2.4820 -0.54 0.75 -1.52
N 3.2492 3.0588 -3.6694 -0.43 -0.97 2.16
N 4.2981 2.4522 -4.2944 1.31 -1.44 0.94
C 4.7722 1.5340 -3.4801 -0.81 0.97 -0.79
O 4.0599 1.4901 -2.3002 -0.24 0.41 -0.21
C -1.0235 0.5632 -1.4745 -0.90 0.04 -0.95
O -1.3437 0.0893 -0.1309 1.75 -0.18 -0.50
O -2.4749 0.8184 0.2277 -1.58 0.45 0.48
C 0.2628 -1.6752 -2.0690 -0.81 0.59 0.31
C -0.9461 -2.2616 -2.8627 0.92 -0.91 -0.49
F 1.5240 -2.0703 -2.5858 -1.00 0.03 0.19
P 0.7719 -0.4103 -5.6656 0.44 -1.34 0.65
O 2.3252 0.1647 -5.9455 -1.20 0.19 0.26
Br -0.5907 0.0254 -7.4337 0.58 0.42 0.44
H -3.0433 2.2350 -2.9713 1.80 2.17 -1.04
H -1.6361 3.4665 -2.7820 -0.25 -0.27 -0.79
H -3.0323 3.9235 -3.8017 0.20 -0.93 0.53
H -1.8912 3.1991 -5.6583 0.36 -0.76 0.56
H -2.3249 1.5285 -5.0843 0.28 0.73 -0.01
H 0.0878 2.6829 -3.6791 -0.26 -0.62 -0.73
H 1.0532 3.4870 -5.4830 -0.05 -0.44 0.23
H 0.0932 2.7421 -6.5520 0.00 -0.27 0.35
H -1.0336 0.1231 -4.1036 0.80 0.07 0.28
H 2.4469 -0.0231 -1.1834 -1.00 0.07 0.02
H 1.2238 -0.5597 0.0043 0.11 0.81 -0.57
H 2.2143 1.6732 0.5520 -0.69 -0.05 -0.64
H 0.4710 1.9137 0.3289 0.55 -0.07 -0.96
H 5.5956 0.8208 -3.6424 -0.69 0.59 0.23
H -0.9948 1.6830 -1.4714 0.31 -0.92 -0.01
H -1.9222 0.3037 -2.0995 0.84 0.27 0.39
H -2.2727 1.3062 1.0472 0.48 -0.20 -0.41
H 0.2238 -2.1005 -1.0315 0.07 0.47 -0.78
H -0.5603 -2.6392 -3.8479 -0.36 0.44 0.79
H -1.3215 -3.1586 -2.3090 0.08 0.84 -0.51
H -1.7735 -1.5533 -3.0718 0.55 -0.46 0.41
H 2.8339 -0.0396 -5.1408 -0.17 0.08 -0.28
C 0.2961 -3.1033 2.9157 -0.11 0.09 -0.24
C 0.7611 -2.1369 3.9888 0.16 -0.14 -0.02
N 0.0627 -0.7836 3.9654 0.07 0.35 -0.18
C 0.3334 -0.1410 2.6188 -0.24 -0.28 0.23
C 0.7078 0.1511 4.9827 0.00 -0.30 0.17
C 0.5721 -0.2335 6.4457 -0.18 0.19 0.24
C -1.4635 -0.8618 4.0943 0.25 -0.37 0.03
C -2.0423 -1.6210 5.2826 -0.08 -0.17 0.01
O -1.6318 -2.9739 5.2793 -0.01 0.31 0.14
C -1.6810 -3.5900 6.5649 0.13 -0.22 -0.21
H 0.5545 -2.7583 1.9138 0.04 -0.02 0.03
H 0.7999 -4.0603 3.0593 -0.01 0.09 0.10
H -0.7752 -3.2912 2.9480 0.05 -0.03 0.11
H 1.8267 -1.9328 3.8542 -0.10 0.22 -0.02
H 0.6430 -2.5675 4.9774 -0.19 0.09 -0.06
H 1.4093 -0.1210 2.4520 -0.06 0.02 0.03
H -0.0698 0.8706 2.6360 0.05 -0.06 -0.01
H -0.1639 -0.7150 1.8410 0.02 0.13 -0.01
H 0.2789 1.1406 4.8213 0.01 -0.08 -0.12
H 1.7659 0.1902 4.7193 -0.11 -0.03 -0.18
H -0.3737 0.1145 6.8589 0.04 -0.12 0.00
H 1.3469 0.2774 7.0203 0.05 -0.04 -0.15
H 0.6780 -1.3001 6.6368 0.01 0.02 -0.04
H -1.8153 -1.3273 3.1734 0.06 0.08 0.01
H -1.8169 0.1705 4.1111 0.02 -0.05 0.01
H -3.1345 -1.6026 5.1879 0.01 0.31 -0.15
H -1.8037 -1.1351 6.2270 0.08 -0.04 0.01
H -2.2568 -3.0096 7.2877 -0.02 0.01 -0.07
H -0.6581 -3.7181 6.9275 -0.02 0.01 0.17
H -2.1351 -4.5742 6.4551 -0.01 0.05 0.02
Br -4.6608 1.3930 -2.6931 -2.07 -1.67 0.62



Record 3
75
Properties=species:S:1:pos:R:3:forces:R:3 method="wB97M-V/def2-TZVPD" spin_multiplicity=3 s2=2.008 energy_ev=-69435.786 homo_ev="-5.581 / -5.581" total_charge=-1
C -1.4702 -0.5451 0.7759 -0.37 -0.18 0.06
C -2.3740 -1.3606 1.7210 0.48 0.92 -0.13
N -2.1180 -0.9705 3.1093 0.21 -0.16 -0.12
S -2.6036 -2.0891 4.2559 -0.38 0.86 0.21
O -2.5978 -3.4078 3.6772 0.26 -0.22 -0.09
O -3.8867 -1.6491 4.7431 0.05 -0.11 0.00
N -1.4020 -1.7840 5.2956 -0.09 -0.87 0.13
S -1.3275 -2.7494 6.5451 -0.31 0.53 0.17
O -0.9846 -4.1184 6.3009 0.16 -0.13 -0.26
O -2.3468 -2.5035 7.5254 -0.16 -0.06 0.12
I 0.6774 -1.8023 7.6459 0.28 0.14 -0.04
H -1.9859 0.3300 0.3840 0.00 0.16 0.08
H -0.5697 -0.2043 1.2853 0.14 -0.10 -0.02
H -1.2026 -1.1529 -0.0848 0.19 0.03 -0.08
H -3.4012 -1.0861 1.4960 -0.26 -0.43 -0.05
H -2.1984 -2.4195 1.5586 -0.16 -0.20 0.09
H -1.1448 -0.7485 3.2848 0.04 -0.15 -0.04
C 4.8057 -0.3392 1.2037 0.05 0.12 0.08
C 3.2778 -0.3404 1.4530 1.09 -0.44 -0.46
C 2.5836 0.6376 0.5033 -0.28 0.31 0.03
C 2.7913 2.1068 0.8762 0.03 -0.08 0.07
C 2.4326 2.3602 2.3417 -0.24 -0.05 -0.35
C 3.1603 1.4197 3.2997 1.09 0.54 0.55
N 2.9695 0.0045 2.8720 -1.54 0.49 -0.49
O 1.7875 -0.4030 3.1938 0.30 -0.26 0.26
C 4.6554 1.7854 3.3572 0.11 -0.05 -0.19
C 2.6516 1.5984 4.7256 -0.34 -0.13 0.11
C 2.8055 -1.7623 1.1755 -0.25 -0.13 0.08
H 5.3530 -0.5714 2.1166 -0.02 -0.01 0.01
H 5.0691 -1.1008 0.4711 -0.12 -0.03 -0.05
H 5.1752 0.6085 0.8123 -0.01 0.00 0.06
H 1.5101 0.4282 0.4966 0.01 -0.07 0.08
H 2.9420 0.4539 -0.5124 0.03 -0.06 0.00
H 3.8244 2.4087 0.6798 0.01 -0.01 0.03
H 2.1663 2.7334 0.2364 0.01 0.00 -0.02
H 2.6661 3.3925 2.6120 0.04 0.00 0.07
H 1.3531 2.2396 2.4728 0.01 -0.11 0.04
H 5.2073 1.0548 3.9494 -0.02 -0.02 0.01
H 4.7699 2.7579 3.8357 -0.10 0.01 0.06
H 5.1308 1.8628 2.3827 -0.03 -0.03 0.03
H 1.5761 1.4655 4.8207 0.02 -0.13 -0.10
H 2.8910 2.6083 5.0597 0.06 0.04 -0.04
H 3.1382 0.8934 5.4003 -0.02 -0.04 -0.01
H 3.2639 -2.4656 1.8720 0.02 0.01 0.02
H 3.0960 -2.0396 0.1619 0.06 0.05 -0.03
H 1.7286 -1.8673 1.2518 -0.09 0.05 0.11
C -2.2837 2.3515 -4.3184 -0.12 -0.06 0.00
C -1.3100 1.1731 -4.0804 -0.30 1.12 -0.06
C -0.8842 0.5571 -5.4139 0.01 -0.38 -0.19
C -1.9699 -0.2891 -6.0787 -0.02 0.03 0.10
C -2.5187 -1.3315 -5.1050 0.34 0.03 -0.25
C -3.0012 -0.7242 -3.7890 -1.15 0.13 0.08
N -1.9346 0.1397 -3.1993 1.23 -1.19 -0.57
O -1.0308 -0.5814 -2.6148 -0.39 0.43 0.17
C -4.2993 0.0690 -4.0186 0.06 0.18 -0.06
C -3.3510 -1.8301 -2.8012 0.22 -0.15 0.17
C -0.0867 1.7504 -3.3790 0.21 -0.16 0.18
H -2.9755 2.4647 -3.4847 0.01 -0.02 0.02
H -1.7321 3.2867 -4.4043 0.12 -0.04 -0.02
H -2.8634 2.2480 -5.2351 -0.03 -0.05 0.04
H -0.0043 -0.0727 -5.2496 -0.02 -0.01 0.11
H -0.5713 1.3607 -6.0846 0.01 0.07 0.04
H -2.7767 0.3454 -6.4559 -0.01 0.01 0.04
H -1.5494 -0.7937 -6.9508 -0.01 0.02 -0.02
H -3.3447 -1.8786 -5.5636 -0.06 0.00 0.04
H -1.7357 -2.0666 -4.8951 0.02 0.05 0.11
H -4.5948 0.5955 -3.1108 0.02 -0.01 0.02
H -5.1017 -0.6205 -4.2798 0.04 -0.10 0.04
H -4.2379 0.7924 -4.8277 0.04 0.00 0.03
H -2.5211 -2.5135 -2.6378 0.04 0.08 0.02
H -4.1876 -2.4071 -3.1938 -0.06 0.04 -0.06
H -3.6454 -1.4145 -1.8368 0.02 0.02 0.01
H -0.3511 2.1587 -2.4026 -0.02 -0.01 0.01
H 0.3227 2.5545 -3.9902 -0.06 0.04 -0.05
H 0.6945 1.0067 -3.2390 -0.08 -0.05 0.07